Model w:
17
Properties=species:S:1:pos:R:3 method="wB97M-V/def2-TZVPD" multiplicity=1 orbital_gap_ev="7.58 / 7.60" lumo_ev="-11.131 / -11.405" charge=+2 homo_energy_ev="-18.709 / -19.002"
C -0.34 -0.61 -0.54
C -1.57 0.67 1.26
N 0.51 -0.79 -1.51
N -0.39 0.47 0.38
N 1.75 -0.16 -1.51
N 0.58 1.34 0.32
S 0.36 -1.38 1.64
H -1.23 -1.28 -0.62
H -1.96 -0.21 1.56
H -1.51 1.31 2.13
H -2.36 1.27 0.64
H 0.53 -1.64 -2.04
H 2.61 -0.74 -1.57
H 1.86 0.39 -2.38
H 0.42 2.33 0.52
H 1.40 1.18 -0.33
H -0.64 -2.14 2.06


Model x:
17
Properties=species:S:1:pos:R:3 method="wB97M-V/def2-TZVPD" multiplicity=1 orbital_gap_ev="6.93 / 3.18" lumo_ev="-8.864 / -11.106" charge=+2 homo_energy_ev="-15.795 / -14.287"
C 1.14 0.66 -0.30
C -0.85 -0.83 -0.03
N 0.26 -0.30 0.36
N 3.53 0.37 0.14
N 2.39 0.17 -0.57
N -3.44 -0.17 0.35
S -4.77 0.34 -0.19
H 0.71 1.04 -1.19
H 1.22 1.57 0.24
H -1.18 -0.43 -0.93
H -1.28 -1.71 0.41
H 0.69 -0.57 1.23
H 3.23 1.07 0.75
H 4.46 0.32 -0.40
H 2.67 -0.38 -1.41
H -3.04 -0.64 1.24
H -5.74 -0.52 0.30


Quick look at relative energies in eV: model w 0.000; model x 0.120.


Model w:
21
Properties=species:S:1:pos:R:3 method="wB97M-V/def2-TZVPD" smiles="N#C[C@@H]1NCC=C[C@@H]1N.O" multiplicity=1 orbital_gap_ev=9.98 lumo_ev=0.646 homo_energy_ev=-9.333
N -1.91 -1.34 -0.20
C -1.45 -0.25 0.02
C -0.38 0.72 0.36
N 0.18 1.30 -0.86
C 0.93 0.35 -1.69
C 1.70 -0.68 -0.91
C 1.60 -0.80 0.42
C 0.71 0.09 1.26
N 0.13 -0.54 2.43
H -0.87 1.53 0.92
H 0.77 2.08 -0.61
H 1.61 0.92 -2.33
H 0.23 -0.17 -2.38
H 2.30 -1.39 -1.49
H 2.20 -1.54 0.95
H 1.31 0.94 1.62
H -0.19 -1.48 2.21
H 0.81 -0.61 3.17
O -3.43 0.48 -0.76
H -2.90 1.10 -1.31
H -3.33 -0.73 -0.81


Model x:
21
Properties=species:S:1:pos:R:3 method="wB97M-V/def2-TZVPD" smiles="Cc1c[nH]cn1.CC(N)=O" multiplicity=1 orbital_gap_ev=9.34 lumo_ev=0.648 homo_energy_ev=-8.693
C -0.93 -3.71 0.51
C -0.96 -2.23 0.54
C -0.01 -1.43 1.10
N -0.62 -0.20 1.22
C -1.87 -0.26 0.68
N -2.11 -1.52 0.35
H -1.28 -4.02 1.51
H 0.00 -4.18 0.22
H -1.51 -4.34 -0.20
H 1.04 -1.51 1.30
H -0.18 0.66 1.52
H -2.60 0.51 0.79
C 2.77 1.83 -1.09
C 1.32 2.27 -0.92
N 0.40 1.73 -1.75
O 1.15 3.18 -0.12
H 3.38 2.42 -1.79
H 2.85 0.86 -1.58
H 3.29 2.01 -0.14
H -0.59 1.94 -1.74
H 0.60 1.02 -2.42


Quick look at relative energies in eV: model w 3.138; model x 0.000.